Here is a structure of composition C39H65MnN4O2S from the OMol25 dataset. Energies are from ωB97M-V/def2-TZVPD.

Results
- <S²>: 8.758
- Net charge: +1
- Energy relative to the best compared isomer or geometry (same formula, charge and spin): 6.13 kcal per mole
- Frontier orbital gap (alpha / beta): 6.23 / 6.19 eV
- Spin multiplicity: 6
- HOMO level (alpha / beta): -9.8 / -10.0 eV

Structure (XYZ):
```
112
Properties=species:S:1:pos:R:3:forces:R:3
Mn -15.0908 -4.3977 11.6290 0.8 0.2 0.4
C -15.2103 -1.3908 10.7876 0.4 -0.4 -0.6
N -16.0378 -2.3370 11.5354 -0.7 0.9 1.5
C -17.3909 -2.3743 10.9603 1.2 -1.2 -0.6
C -16.2528 -1.8579 12.9249 0.7 -0.2 1.0
C -15.0229 -2.1249 13.8047 0.0 1.1 0.6
N -14.5493 -3.4940 13.7701 1.1 -0.1 -1.0
C -15.1721 -4.3075 14.7969 -1.1 0.5 -0.1
C -14.7896 -5.7219 14.7948 0.1 -2.0 0.8
C -14.2594 -6.3415 15.9641 -0.7 0.1 -1.7
C -14.0360 -7.7162 16.0461 -0.8 1.0 -0.5
C -14.5037 -8.4565 14.9581 0.4 -0.6 -0.7
C -15.1029 -7.9188 13.7939 -0.6 -0.7 0.8
C -15.2482 -6.5039 13.7055 0.5 -0.2 0.2
O -15.8343 -5.9028 12.6755 0.1 -0.3 -0.1
C -15.8757 -8.8579 12.8228 -0.9 1.5 -1.7
C -17.4003 -8.3600 12.6962 0.4 0.8 1.5
C -15.2920 -8.6930 11.3810 -0.5 -0.5 1.2
C -15.9263 -10.2821 13.2816 -0.3 -1.1 1.0
C -13.5302 -8.3639 17.3150 0.0 0.1 -0.5
C -14.5902 -9.3321 17.8729 1.0 1.7 1.7
C -12.2717 -9.1971 16.9808 0.0 0.7 -0.4
C -13.2245 -7.3102 18.4048 1.5 -2.9 0.1
C -13.0743 -3.5626 13.8127 0.6 -0.3 -1.3
C -12.4605 -2.7851 12.6632 0.6 0.1 -0.2
C -11.9093 -1.5527 12.9858 1.6 0.1 -3.3
C -11.2100 -0.7860 12.0052 -1.3 -0.5 0.5
C -11.1102 -1.3648 10.7310 0.8 1.8 -0.1
C -11.6339 -2.5765 10.3163 -0.9 0.1 0.9
C -12.3890 -3.2653 11.3308 -0.1 -0.7 -0.9
O -13.0514 -4.4160 11.0054 -0.1 0.1 0.6
C -11.3802 -3.0929 8.8651 0.0 -1.2 1.7
C -10.6561 -4.4353 9.0847 1.5 0.0 -1.1
C -10.4594 -2.1869 8.1420 0.5 0.7 -0.1
C -12.6436 -3.2561 8.0397 -1.6 -2.5 0.9
C -10.7944 0.6895 12.2623 1.4 -0.6 0.0
C -10.1748 1.3485 11.0424 0.8 -1.6 -2.2
C -9.7691 0.8084 13.3868 0.9 0.1 0.6
C -11.9460 1.5392 12.6107 -1.4 1.4 1.7
H -15.8084 -0.7061 10.2216 -0.5 0.4 -0.5
H -14.5714 -1.9570 10.1296 0.2 -0.1 -0.6
H -14.5360 -0.7797 11.3458 0.4 0.1 1.0
H -17.9612 -1.4953 11.1729 -0.4 0.7 0.0
H -17.8448 -3.2554 11.3688 -0.8 -0.3 0.2
H -17.2380 -2.5479 9.9072 -0.5 0.2 -0.5
H -17.0394 -2.4589 13.4145 -0.2 0.5 -0.7
H -16.4865 -0.7512 12.9602 0.0 -1.2 -0.1
H -15.3181 -1.9789 14.8688 0.2 0.8 -0.6
H -14.2117 -1.4275 13.4823 -0.7 -0.6 0.6
H -16.2591 -4.2216 14.6491 0.1 -0.1 -0.1
H -15.0006 -3.8675 15.7574 0.4 0.4 0.9
H -14.1644 -5.7304 16.8271 0.4 0.6 0.5
H -14.3540 -9.5514 15.0287 -0.4 0.7 -0.2
H -17.4809 -7.4920 12.0159 0.1 -0.7 0.2
H -17.7222 -7.9387 13.6938 0.2 -0.6 -0.9
H -18.1127 -9.1607 12.4359 0.5 0.2 -0.1
H -15.2185 -7.5966 11.2451 0.3 -0.7 -0.5
H -15.9617 -9.1952 10.6588 0.3 0.5 0.1
H -14.3704 -9.2699 11.4360 0.6 0.4 -0.6
H -16.3738 -10.1943 14.2654 -0.4 -0.5 0.3
H -15.0377 -10.8814 13.4615 0.8 0.6 -0.2
H -16.5131 -11.0041 12.7042 -0.4 0.7 -0.3
H -14.7909 -10.0439 17.1150 -0.7 -1.0 -0.3
H -15.4545 -8.7224 18.2164 0.2 -0.8 -0.5
H -14.1119 -9.7626 18.7913 -0.7 -0.2 -0.8
H -12.3519 -9.8638 16.1222 -0.6 -0.2 0.1
H -11.9595 -9.7685 17.8320 0.2 -0.4 0.5
H -11.4624 -8.5438 16.6815 0.4 0.4 0.2
H -14.0903 -6.9802 18.9016 -1.3 0.7 0.4
H -12.6176 -6.4837 18.0692 0.4 0.1 0.1
H -12.7181 -7.9909 19.1493 0.0 1.3 -0.3
H -12.8004 -4.6099 13.7337 -0.1 -0.3 -0.2
H -12.5221 -3.2623 14.7106 -0.8 0.5 0.5
H -11.9462 -1.2329 13.9607 -0.2 0.9 2.2
H -10.5725 -0.6918 10.0365 -0.5 -1.0 0.2
H -9.8382 -4.4004 9.8047 0.0 0.6 0.2
H -10.1435 -4.8085 8.1780 -0.4 0.3 0.0
H -11.2535 -5.2320 9.4129 -1.4 -0.7 0.4
H -9.5596 -2.0268 8.7154 0.7 -0.3 -0.3
H -10.8679 -1.2169 8.0186 -0.7 1.2 0.2
H -10.3106 -2.4626 7.1143 0.6 -0.8 -0.3
H -13.5173 -3.4965 8.7254 0.8 0.8 -0.8
H -12.6537 -4.1684 7.3843 0.5 0.7 0.4
H -12.8087 -2.4366 7.3831 -0.4 0.9 -0.2
H -9.2355 0.7756 10.7255 -1.1 0.9 0.4
H -9.9215 2.3848 11.1852 0.2 0.3 0.4
H -10.8597 1.3316 10.1455 0.5 0.0 0.9
H -8.8488 0.2476 13.1682 -0.2 0.2 0.0
H -10.1188 0.4533 14.3460 -0.4 -0.5 0.2
H -9.5020 1.8613 13.6232 -0.1 -0.5 -0.6
H -12.5846 1.6598 11.7539 -0.7 -0.1 -0.2
H -11.6226 2.5620 12.9018 0.1 -0.5 -0.4
H -12.5080 1.2160 13.5142 0.1 -0.2 -0.7
S -16.4142 -5.5588 8.3308 0.5 0.4 1.0
C -15.8046 -4.9693 9.5964 -0.7 -0.6 -1.2
N -12.0300 -6.8929 11.7443 -1.8 -3.1 -0.6
C -10.9858 -7.4074 10.8544 2.5 0.9 0.8
C -10.6319 -8.8573 11.1283 -2.3 -0.1 -0.3
N -10.4429 -9.1446 12.5183 0.0 -0.3 0.3
C -11.4685 -8.6254 13.4073 -1.2 -1.6 -1.5
C -11.7886 -7.1917 13.1752 1.6 1.1 -0.2
H -12.8941 -7.4141 11.4496 0.4 0.5 0.6
H -12.2291 -5.9439 11.4814 -0.5 2.0 0.1
H -10.0987 -6.7639 11.1196 -0.6 -0.6 -0.5
H -11.2625 -7.1867 9.8456 -0.2 -0.1 -0.6
H -9.7740 -9.1401 10.6003 1.5 -0.1 -0.7
H -11.3843 -9.5093 10.6599 -0.3 0.1 0.5
H -9.5836 -8.7023 12.7287 1.2 0.2 0.8
H -11.1814 -8.6988 14.4268 0.4 -0.3 0.8
H -12.3694 -9.3097 13.2859 0.8 1.0 0.1
H -10.8877 -6.5845 13.4450 -0.8 -0.2 0.0
H -12.6367 -6.9387 13.7508 -0.9 0.7 0.6
```
Forces are in eV/Å.

These are the Mulliken partial charges, in e, on atoms 1 to 4: 1.561 -1.470 0.767 -1.532

=====

Here is an isolated molecule of C5H7N3 from the OMol25 dataset. Energies are from ωB97M-V/def2-TZVPD.

Results
- Energy relative to the best compared isomer or geometry (same formula, charge and spin): 58.85 kcal per mole
- Frontier orbital gap (alpha / beta): 8.38 / 8.38 eV
- Structure (SMILES): [H]/N=C(\C)c1ncc[nH]1
- HOMO level (alpha / beta): -8.5 / -8.5 eV

Structure (XYZ):
```
15
Properties=species:S:1:pos:R:3:forces:R:3
C 1.9221 -0.5388 1.3117 -1.9 -1.2 1.3
C 0.9248 -1.3150 1.9141 -0.3 3.1 -3.4
C 0.0634 -0.0609 0.3197 2.5 1.3 -1.3
C -0.7931 0.3871 -0.7845 -7.6 -2.0 3.1
C -0.3607 1.3659 -1.8475 0.9 1.9 4.8
N 1.3787 0.2395 0.3511 -0.3 0.0 -0.4
N -2.1965 -0.1166 -0.5417 7.3 2.1 -1.8
N -0.2351 -0.9595 1.2603 -0.8 -0.7 -0.3
H 2.9167 -0.6433 1.6849 0.7 0.7 -0.5
H 0.9627 -2.0464 2.5929 0.1 -2.5 2.5
H 0.7134 1.3183 -1.7902 0.5 0.0 -0.9
H -0.6063 2.4797 -1.5467 0.2 -2.3 -0.3
H -0.8554 1.1365 -2.6894 -1.2 -0.7 -3.4
H -2.6683 0.1257 -1.4058 -0.5 0.3 -0.1
H -1.1665 -1.3723 1.1711 0.5 -0.1 0.7
```
Forces are in eV/Å.

These are the natural (NBO) partial charges, in e, on atoms 1 to 4: -0.077 -0.080 0.221 0.305

=====

Here is a structure of composition F2NO4S2Sn from the OMol25 dataset. Energies are from ωB97M-V/def2-TZVPD.

Results
- Net charge: +1
- Energy relative to the best compared isomer or geometry (same formula, charge and spin): 76.98 kcal per mole
- Frontier orbital gap: 8.99 eV
- HOMO level: -16.6 eV

Structure (XYZ):
```
10
Properties=species:S:1:pos:R:3:forces:R:3
Sn 18.6353 -26.5427 -12.6666 -1.1 -3.3 -6.5
N 18.8677 -25.6857 -11.0651 6.4 1.3 4.4
S 17.6829 -25.5151 -10.1897 -13.2 4.2 5.2
O 17.2566 -24.1346 -10.0929 1.8 -2.3 0.6
O 17.3112 -26.5253 -9.2203 2.1 1.4 -1.6
F 16.6629 -25.9223 -11.4154 0.0 -1.1 -1.7
S 19.9510 -25.7648 -9.7480 9.3 2.1 4.2
O 20.6246 -27.0208 -9.6020 -2.4 0.3 -0.8
O 19.7754 -24.9031 -8.5619 -1.6 -2.3 -3.5
F 21.0923 -24.9317 -10.5019 -1.3 -0.3 -0.4
```
Forces are in eV/Å.

These are the Mulliken partial charges, in e, on atoms 1 to 4: 1.142 0.080 1.079 -0.461